{"formula": "C13H29Br2Cl3N2P", "method": "ωB97M-V/def2-TZVPD", "species": ["C", "C", "C", "C", "C", "C", "C", "C", "C", "N", "P", "N", "C", "Br", "C", "C", "Br", "H", "H", "H", "H", "H", "H", "H", "H", "H", "H", "H", "H", "H", "H", "H", "H", "H", "H", "H", "H", "H", "H", "H", "H", "H", "H", "H", "H", "C", "Cl", "Cl", "Cl", "H"], "coordinates": [[3.716, 0.672, 1.433], [2.482, 0.694, 0.515], [2.612, -0.129, -0.779], [1.994, -1.533, -0.679], [0.530, -1.590, -1.160], [-0.435, -1.947, -0.028], [-1.932, -1.715, -0.281], [-2.286, -0.352, -0.893], [-2.316, 0.762, 0.147], [-0.906, 1.041, 0.671], [-0.857, 0.839, 2.491], [0.407, 1.166, 3.265], [-0.245, 2.335, 0.243], [-0.101, 2.370, -1.674], [-0.898, 3.589, 0.838], [-1.820, 4.400, -0.058], [0.551, 4.732, 1.459], [3.456, 0.421, 2.462], [4.437, -0.073, 1.098], [4.213, 1.642, 1.455], [2.270, 1.735, 0.241], [1.615, 0.330, 1.093], [2.147, 0.418, -1.604], [3.668, -0.212, -1.044], [2.600, -2.240, -1.246], [2.030, -1.855, 0.369], [0.444, -2.329, -1.960], [0.277, -0.618, -1.602], [-0.303, -3.006, 0.211], [-0.111, -1.429, 0.894], [-2.451, -1.816, 0.681], [-2.340, -2.509, -0.908], [-3.277, -0.395, -1.351], [-1.601, -0.079, -1.693], [-2.726, 1.702, -0.216], [-2.923, 0.439, 0.998], [-0.301, 0.286, 0.319], [-2.021, 1.564, 2.778], [-1.323, -0.484, 2.491], [1.253, 1.518, 2.842], [0.782, 2.253, 0.575], [-1.427, 3.319, 1.754], [-2.535, 3.768, -0.589], [-1.252, 4.981, -0.781], [-2.383, 5.096, 0.561], [-0.530, -5.611, -2.764], [1.070, -5.198, -2.147], [-1.366, -6.708, -1.677], [-1.484, -4.142, -3.029], [-0.408, -6.101, -3.722]], "lowdin_charge": [-0.072, -0.273, -0.197, -0.181, -0.212, -0.216, -0.185, -0.178, -0.157, -0.223, 0.794, -0.180, -0.744, 0.925, -0.779, -0.174, 0.787, 0.070, 0.079, 0.079, 0.076, 0.059, 0.072, 0.113, 0.107, 0.117, 0.062, 0.064, 0.125, 0.074, 0.111, 0.078, 0.132, 0.071, 0.110, 0.109, 0.075, 0.033, 0.033, -0.005, -0.005, 0.057, 0.065, 0.068, 0.090, -1.528, 0.549, 0.551, 0.553, 0.017], "homo_lumo_gap_ev": 10.80, "max_force_ev_per_a": 0.66, "charge": 1, "lumo_energy_ev": -2.603, "homo_ev": -13.4}

{"formula": "C4H10OS2", "method": "ωB97M-V/def2-TZVPD", "species": ["C", "S", "S", "C", "C", "C", "O", "H", "H", "H", "H", "H", "H", "H", "H", "H", "H"], "coordinates": [[2.238, 0.816, 1.227], [1.569, 0.650, -0.456], [-0.329, 1.391, -0.327], [-1.264, 0.164, 0.620], [-0.691, -1.232, 0.793], [-0.685, -2.059, -0.460], [-2.061, -2.385, -0.747], [2.790, -0.088, 1.452], [1.376, 0.898, 1.886], [2.840, 1.718, 1.357], [-2.261, 0.027, 0.181], [-1.513, 0.572, 1.605], [0.258, -1.259, 1.318], [-1.392, -1.714, 1.479], [-0.051, -2.932, -0.323], [-0.353, -1.544, -1.364], [-2.045, -2.626, -1.684]], "lowdin_charge": [-0.452, 0.430, 0.488, -0.562, -0.280, -0.277, -0.080, 0.026, 0.018, 0.031, 0.076, 0.069, 0.090, 0.121, 0.115, 0.100, 0.086], "e_above_lowest_kcal_mol": 17.2, "homo_lumo_gap_ev": 9.35, "smiles": "CSSCCCO", "max_force_ev_per_a": 1.06, "charge": 0, "lumo_energy_ev": 0.734, "homo_ev": -8.6}

{"formula": "C23H22ClN2OPPdS4", "method": "ωB97M-V/def2-TZVPD", "species": ["Pd", "O", "C", "S", "C", "C", "S", "S", "S", "N", "C", "C", "N", "H", "H", "H", "H", "H", "H", "H", "H", "Cl", "C", "C", "C", "C", "C", "C", "P", "C", "C", "C", "C", "C", "C", "C", "C", "C", "C", "C", "C", "H", "H", "H", "H", "H", "H", "H", "H", "H", "H", "H", "H", "H", "H"], "coordinates": [[0.727, -0.770, 1.339], [-2.448, -6.974, 1.596], [-1.851, -5.962, 1.630], [-0.563, -5.536, 0.451], [-0.197, -3.982, 1.077], [-1.007, -3.547, 2.287], [-0.773, -2.096, 3.024], [-2.154, -4.680, 2.861], [1.001, -3.077, 0.406], [2.596, -0.745, 3.038], [2.451, 0.603, 3.569], [0.990, 0.818, 3.853], [0.223, 0.789, 2.571], [2.426, -1.454, 3.744], [3.536, -0.912, 2.694], [2.773, 1.305, 2.794], [3.052, 0.801, 4.460], [0.826, 1.766, 4.368], [0.602, 0.023, 4.492], [0.351, 1.681, 2.104], [-0.770, 0.698, 2.778], [3.127, -0.664, -0.420], [2.695, 0.474, -1.668], [3.642, 0.760, -2.634], [3.344, 1.704, -3.607], [2.119, 2.353, -3.606], [1.179, 2.054, -2.635], [1.441, 1.087, -1.659], [0.147, 0.694, -0.467], [-1.040, 2.039, -0.428], [-2.261, 1.962, -1.095], [-3.107, 3.061, -1.095], [-2.750, 4.222, -0.424], [-1.535, 4.303, 0.244], [-0.682, 3.213, 0.244], [-0.774, -0.720, -1.183], [-1.886, -1.221, -0.497], [-2.605, -2.282, -1.014], [-2.225, -2.858, -2.224], [-1.129, -2.366, -2.910], [-0.403, -1.295, -2.393], [4.601, 0.263, -2.614], [4.084, 1.940, -4.359], [1.894, 3.094, -4.360], [0.224, 2.563, -2.643], [-2.546, 1.064, -1.626], [-4.048, 3.009, -1.624], [-3.421, 5.070, -0.423], [-1.255, 5.212, 0.759], [0.281, 3.292, 0.742], [-2.223, -0.744, 0.418], [-3.479, -2.648, -0.489], [-2.802, -3.673, -2.642], [-0.841, -2.802, -3.857], [0.444, -0.908, -2.945]], "lowdin_charge": [0.417, 0.078, -0.908, 1.070, -1.083, -1.104, 0.775, 1.077, 0.754, -0.021, -0.248, -0.207, -0.089, 0.090, 0.085, 0.125, 0.133, 0.138, 0.103, 0.055, 0.093, 0.679, -0.631, -0.077, -0.029, -0.039, -0.058, -0.379, 1.049, -0.375, -0.063, -0.037, -0.035, -0.049, -0.107, -0.416, -0.161, -0.069, -0.055, -0.045, -0.070, 0.119, 0.126, 0.122, 0.114, 0.110, 0.122, 0.123, 0.120, 0.106, 0.102, 0.119, 0.120, 0.121, 0.112], "e_above_lowest_kcal_mol": 35.2, "homo_lumo_gap_ev": 5.64, "max_force_ev_per_a": 2.35, "charge": 2, "lumo_energy_ev": -8.403, "homo_ev": -14.0}

{"formula": "C3H11BNO", "method": "ωB97M-V/def2-TZVPD", "species": ["B", "C", "C", "C", "N", "O", "H", "H", "H", "H", "H", "H", "H", "H", "H", "H", "H"], "coordinates": [[0.129, -1.320, 2.799], [0.913, 0.238, -0.442], [-0.657, 1.416, 0.770], [-1.227, -0.561, -0.563], [-0.277, 0.299, 0.022], [0.592, -0.578, 2.001], [-0.190, -2.166, 3.575], [2.218, -0.619, -3.754], [1.275, -0.265, -1.381], [1.729, 0.800, 0.132], [2.496, 0.158, -3.740], [0.142, 1.868, 1.275], [-1.121, 2.079, 0.006], [-1.463, 1.045, 1.417], [-2.293, -0.096, -0.514], [-0.900, -0.869, -1.628], [-1.366, -1.428, 0.026]], "lowdin_charge": [-0.045, 0.155, -0.015, -0.012, -0.298, 0.071, 0.074, 0.019, 0.111, 0.157, 0.025, 0.100, 0.146, 0.123, 0.152, 0.150, 0.088], "e_above_lowest_kcal_mol": 0.0, "homo_lumo_gap_ev": 11.17, "max_force_ev_per_a": 4.95, "charge": 1, "lumo_energy_ev": -4.697, "homo_ev": -15.9}

{"formula": "C40H68I2O17P", "method": "ωB97M-V/def2-TZVPD", "species": ["C", "C", "C", "O", "O", "C", "C", "C", "C", "C", "C", "P", "C", "C", "C", "C", "C", "C", "C", "C", "C", "I", "C", "C", "I", "H", "H", "H", "H", "H", "H", "H", "H", "H", "H", "H", "H", "H", "H", "H", "H", "H", "H", "H", "H", "H", "H", "H", "H", "H", "H", "H", "H", "C", "C", "O", "C", "O", "O", "C", "H", "H", "H", "H", "H", "H", "H", "H", "C", "C", "O", "C", "O", "O", "C", "H", "H", "H", "H", "H", "H", "H", "H", "C", "C", "O", "C", "O", "O", "C", "H", "H", "H", "H", "H", "H", "H", "H", "C", "C", "O", "C", "O", "O", "C", "H", "H", "H", "H", "H", "H", "H", "H", "C", "C", "O", "C", "O", "O", "C", "H", "H", "H", "H", "H", "H", "H", "H"], "coordinates": [[-1.169, 2.016, -3.242], [-1.575, 3.246, -3.703], [-2.194, 3.518, -5.051], [-3.389, 3.742, -5.140], [-1.429, 3.577, -6.173], [-0.741, 2.358, -6.494], [-1.514, 1.498, -7.521], [-2.249, 0.302, -6.862], [-3.732, 0.612, -6.584], [-4.552, -0.607, -6.095], [-4.960, -0.490, -4.573], [-4.785, -2.144, -3.845], [-3.118, -2.856, -4.024], [-1.995, -1.831, -3.717], [-0.659, -2.313, -4.257], [-0.423, -3.584, -4.721], [0.820, -3.982, -5.171], [1.851, -3.076, -5.159], [1.625, -1.788, -4.722], [0.393, -1.409, -4.264], [-5.280, -2.322, -2.118], [-6.064, -4.256, -1.652], [-5.167, -1.394, -1.155], [-4.592, -0.015, -1.441], [-5.722, -1.762, 0.857], [-0.103, 1.831, -3.082], [-1.869, 1.194, -3.058], [-1.418, 4.108, -3.043], [-0.475, 1.757, -5.617], [0.211, 2.635, -6.960], [-2.227, 2.113, -8.080], [-0.785, 1.112, -8.240], [-1.739, 0.048, -5.923], [-2.186, -0.578, -7.514], [-3.803, 1.397, -5.822], [-4.169, 0.975, -7.520], [-5.460, -0.754, -6.685], [-3.934, -1.510, -6.213], [-5.997, -0.142, -4.539], [-4.294, 0.235, -4.103], [-5.649, -2.982, -4.576], [-3.035, -3.787, -3.456], [-3.010, -3.132, -5.083], [-1.934, -1.744, -2.622], [-2.296, -0.856, -4.111], [-1.219, -4.324, -4.749], [0.945, -5.006, -5.505], [2.827, -3.387, -5.519], [2.456, -1.088, -4.734], [0.271, -0.386, -3.915], [-5.202, 0.539, -2.158], [-3.537, -0.050, -1.730], [-4.641, 0.569, -0.517], [1.903, -7.884, -0.794], [1.405, -7.564, -2.187], [-0.027, -7.673, -2.268], [-0.707, -6.640, -1.788], [-0.243, -5.634, -1.315], [-2.014, -6.906, -1.910], [-2.855, -5.898, -1.359], [1.532, -8.857, -0.470], [2.992, -7.895, -0.771], [1.550, -7.147, -0.073], [1.802, -8.288, -2.897], [1.731, -6.576, -2.512], [-2.602, -4.913, -1.753], [-2.779, -5.900, -0.271], [-3.878, -6.134, -1.638], [-0.291, 4.733, 0.239], [0.958, 4.545, -0.599], [2.129, 4.828, 0.170], [2.519, 3.846, 0.987], [1.983, 2.772, 1.105], [3.589, 4.261, 1.655], [4.066, 3.325, 2.628], [-0.297, 5.723, 0.697], [-1.187, 4.620, -0.373], [-0.332, 4.003, 1.048], [0.954, 5.257, -1.424], [1.002, 3.545, -1.033], [4.225, 2.347, 2.187], [3.362, 3.259, 3.457], [5.014, 3.697, 3.005], [6.381, -2.534, 6.024], [7.223, -2.230, 4.802], [6.456, -2.356, 3.595], [5.666, -1.325, 3.310], [5.548, -0.313, 3.953], [5.001, -1.601, 2.186], [4.062, -0.587, 1.828], [5.903, -3.509, 5.925], [6.997, -2.531, 6.923], [5.588, -1.796, 6.148], [8.032, -2.953, 4.722], [7.676, -1.240, 4.864], [4.535, 0.389, 1.797], [3.229, -0.584, 2.531], [3.682, -0.824, 0.838], [4.277, 6.545, 8.673], [4.084, 6.214, 7.208], [5.057, 5.262, 6.755], [4.809, 3.993, 7.076], [3.852, 3.588, 7.685], [5.812, 3.246, 6.613], [5.715, 1.860, 6.948], [5.303, 6.865, 8.859], [3.597, 7.340, 8.979], [4.091, 5.673, 9.299], [4.233, 7.109, 6.605], [3.075, 5.852, 7.009], [4.749, 1.450, 6.658], [5.883, 1.721, 8.016], [6.493, 1.338, 6.399], [-1.671, 2.063, 5.208], [-2.741, 2.427, 6.215], [-4.023, 2.579, 5.583], [-4.664, 1.447, 5.311], [-4.280, 0.332, 5.552], [-5.815, 1.757, 4.704], [-6.573, 0.623, 4.291], [-1.658, 2.782, 4.387], [-0.689, 2.048, 5.682], [-1.859, 1.080, 4.774], [-2.511, 3.391, 6.665], [-2.798, 1.697, 7.022], [-6.733, -0.069, 5.116], [-6.068, 0.120, 3.466], [-7.539, 0.986, 3.948]], "lowdin_charge": [0.009, -0.030, -0.465, 0.112, 0.024, -0.158, -0.134, -0.187, -0.181, -0.207, -0.278, 0.992, -0.287, -0.168, -0.225, -0.052, -0.066, -0.076, -0.074, -0.048, -0.900, 0.923, -0.840, -0.150, 0.945, 0.070, 0.041, 0.114, 0.097, 0.129, 0.125, 0.116, 0.082, 0.119, 0.092, 0.124, 0.116, 0.082, 0.114, 0.067, 0.064, 0.076, 0.096, 0.130, 0.069, 0.109, 0.115, 0.114, 0.115, 0.097, 0.081, 0.070, 0.059, -0.060, -0.206, 0.044, -0.611, 0.122, 0.011, -0.092, 0.085, 0.084, 0.076, 0.124, 0.119, 0.065, 0.109, 0.009, -0.060, -0.223, 0.043, -0.608, 0.114, 0.021, -0.017, 0.086, 0.068, 0.074, 0.122, 0.110, 0.066, 0.104, 0.102, -0.063, -0.207, 0.044, -0.608, 0.113, 0.013, -0.038, 0.083, 0.082, 0.070, 0.124, 0.121, 0.069, 0.105, 0.096, -0.065, -0.214, 0.035, -0.615, 0.121, 0.005, -0.038, 0.083, 0.081, 0.075, 0.122, 0.121, 0.094, 0.100, 0.087, -0.064, -0.205, 0.042, -0.609, 0.123, 0.008, -0.050, 0.078, 0.082, 0.073, 0.124, 0.125, 0.099, 0.041, 0.096], "e_above_lowest_kcal_mol": 0.0, "homo_lumo_gap_ev": 7.58, "max_force_ev_per_a": 3.79, "charge": 1, "lumo_energy_ev": -3.473, "homo_ev": -11.1}